a.
DFT (ωB97M-V/def2-TZVPD) results for a 2-piece molecular cluster, BrH2O2P overall.

## Properties
gap between HOMO and LUMO = 0.3952 hartree
SMILES = O=PO.Br
HOMO energy = -11.0 eV
M = 144.892 g mol⁻¹

```
! RIJCOSX wB97M-V def2-TZVPD def2/J DEFGRID3
* xyz 0 1
H -0.36898 1.05103 -0.86713
Br -1.65649 -3.25327 1.17428
O 2.16128 1.45406 -0.08782
O -0.25150 1.94842 -0.48574
H -1.02980 -3.59701 -0.07197
P 1.14550 2.39675 0.33838
*
```

***

b.
DFT (ωB97M-V/def2-TZVPD) results for a 2-piece molecular cluster, BrH2O2P overall.

## Properties
gap between HOMO and LUMO = 0.4014 hartree
SMILES = O=PO.Br
HOMO energy = -10.8 eV
M = 144.892 g mol⁻¹

```
! RIJCOSX wB97M-V def2-TZVPD def2/J DEFGRID3
* xyz 0 1
O 0.70780 1.49278 3.35415
P -0.42065 0.42633 3.34692
H -2.62100 1.35306 -3.44599
Br -1.42226 0.73099 -2.90431
H 0.88467 2.11142 2.66292
O -1.26005 0.62826 2.16966
*
```

***

The structure with the least stability is a.

***

a.
DFT (ωB97M-V/def2-TZVPD) results for the molecule C2H3FO2.

## Properties
gap between HOMO and LUMO = 0.3284 hartree
HOMO energy = -9.6 eV
M = 78.042 g mol⁻¹

```
! RIJCOSX wB97M-V def2-TZVPD def2/J DEFGRID3
* xyz 0 1
H -1.06330 1.09548 -0.04318
C -0.94104 -0.03903 0.02391
H -1.20054 -0.54374 -1.05047
O 1.44679 0.52331 0.76747
O 1.76647 1.09185 -0.56620
H -1.41677 -0.47256 0.79187
C 0.50161 -0.21519 0.23139
F 0.90679 -1.44011 -0.15479
*
```

***

b.
DFT (ωB97M-V/def2-TZVPD) results for the molecule C2H3FO2.

## Properties
gap between HOMO and LUMO = 0.4391 hartree
SMILES = O[C@@]1(F)CO1
HOMO energy = -11.1 eV
M = 78.042 g mol⁻¹

```
! RIJCOSX wB97M-V def2-TZVPD def2/J DEFGRID3
* xyz 0 1
H -0.07197 -0.48301 1.73775
H -0.98364 1.81110 -0.99307
H 1.46706 -1.21300 0.83976
F 0.64748 0.42537 -1.46661
O -0.41075 -1.19821 -0.21381
O -1.02965 1.14967 -0.31477
C 0.47947 -0.57953 0.80557
C -0.09800 0.08761 -0.39482
*
```

***

The structure with the least stability is a.

***

a.
DFT (ωB97M-V/def2-TZVPD) results for CH4INS as an isolated structure.

## Properties
gap between HOMO and LUMO = 0.2854 hartree
HOMO energy = -8.4 eV
M = 189.021 g mol⁻¹

```
! RIJCOSX wB97M-V def2-TZVPD def2/J DEFGRID3
* xyz 0 1
H 0.26300 -0.62482 -0.99434
H 0.36415 2.14748 0.54192
S -0.58175 2.07212 -0.33942
H 1.06304 -0.68028 0.61627
I -2.84915 -0.21469 -0.27509
C 0.15951 -0.77455 -0.00078
N -0.97514 0.60185 0.43554
H -0.53720 -1.66400 0.31177
*
```

***

b.
DFT (ωB97M-V/def2-TZVPD) results for a 2-piece molecular cluster, CH4INS overall.

## Properties
gap between HOMO and LUMO = 0.2552 hartree
SMILES = CN=S.I
HOMO energy = -9.0 eV
M = 189.021 g mol⁻¹

```
! RIJCOSX wB97M-V def2-TZVPD def2/J DEFGRID3
* xyz 0 1
S 0.07460 2.43733 0.35945
H 0.54620 -0.86765 -0.03594
H -1.28048 -0.43391 0.51840
N -0.19217 0.99942 -0.23686
I -1.86434 0.34840 -3.15012
H 0.32704 -0.19712 1.53740
H -0.94208 0.67848 -1.65074
C -0.12584 -0.22905 0.52677
*
```

***

The structure with the least stability is a.

***

a.
DFT (ωB97M-V/def2-TZVPD) results for a 4-piece molecular cluster, H6IO3 overall.

## Properties
gap between HOMO and LUMO = 0.2912 hartree
HOMO energy = -4.5 eV
M = 180.949 g mol⁻¹

```
! RIJCOSX wB97M-V def2-TZVPD def2/J DEFGRID3
* xyz -1 1
H -26.78218 -20.82253 9.72844
O -23.98395 -24.27988 13.60435
H -25.82707 -24.19721 8.55127
O -27.23576 -20.00446 9.42637
H -24.22604 -24.10021 12.67766
H -24.33250 -23.51636 14.07357
I -26.25207 -23.12911 10.98526
O -26.03125 -24.66253 7.71074
H -26.95768 -24.45518 7.56145
H -28.04155 -20.32918 9.01490
*
```

***

b.
DFT (ωB97M-V/def2-TZVPD) results for a 4-piece molecular cluster, H6IO3 overall.

## Properties
gap between HOMO and LUMO = 0.2924 hartree
HOMO energy = -4.3 eV
M = 180.949 g mol⁻¹

```
! RIJCOSX wB97M-V def2-TZVPD def2/J DEFGRID3
* xyz -1 1
O 2.44780 2.38550 -1.60990
H 2.82380 1.93050 -0.81790
O -1.79820 -1.75850 -0.91990
I -0.64820 1.43650 -0.23990
H 1.50780 2.52350 -1.28990
H -2.41920 -1.95450 -0.22990
O -0.34720 -1.30350 2.22510
H -1.69320 -0.81750 -0.84890
H -0.22720 -0.54550 1.65010
H 0.35380 -1.89650 2.08110
*
```

***

The structure with the least stability is b.

***

a.
DFT (ωB97M-V/def2-TZVPD) results for the molecule C5H15NOSi.

## Properties
gap between HOMO and LUMO = 0.3784 hartree
SMILES = CCO[Si@H](N)C(C)C
HOMO energy = -9.3 eV
M = 133.267 g mol⁻¹

```
! RIJCOSX wB97M-V def2-TZVPD def2/J DEFGRID3
* xyz 0 1
H -2.90781 -0.97736 0.02538
H -1.48157 2.13983 0.97724
H -1.21713 1.35200 -0.90168
Si -0.07115 -1.10728 -0.71327
H -0.67785 -2.35113 -0.31835
C 2.89280 0.78075 0.75620
C 2.10843 -0.53243 0.96481
H -0.92063 -1.08744 -2.79368
H 3.92657 0.73213 0.42055
H 0.58795 -1.82941 -2.81470
H 1.54006 -0.55369 1.79724
H 2.52863 1.49515 0.08941
C -2.77988 0.01317 -0.41186
H 2.88986 -1.34042 1.26896
O 1.41769 -0.92324 -0.20492
C -1.29559 0.43093 -0.26680
H -3.39260 0.76663 0.10889
C -1.07124 1.05812 1.02211
H -0.04719 1.16263 1.25689
H -3.19100 -0.17287 -1.32003
H 2.76587 1.36255 1.61503
N 0.00968 -1.02121 -2.43386
H -1.61391 0.60261 1.87644
*
```

***

b.
DFT (ωB97M-V/def2-TZVPD) results for the molecule C5H15NOSi.

## Properties
gap between HOMO and LUMO = 0.3653 hartree
SMILES = CCO[Si](C)(C)NC
HOMO energy = -9.0 eV
M = 133.267 g mol⁻¹

```
! RIJCOSX wB97M-V def2-TZVPD def2/J DEFGRID3
* xyz 0 1
C -0.71001 -2.19496 -0.54517
C 0.20303 -0.81708 2.13359
H -1.57112 -2.71716 -0.00798
C 2.00943 0.17208 -1.38436
H -1.00858 -1.90387 -1.60116
Si -0.06736 -0.64884 0.26156
H -3.01488 1.08375 1.35767
H 1.60444 -0.43856 -2.27288
H 0.14962 0.14917 2.51736
H 1.19170 -1.33995 2.38111
H 0.46723 1.54094 -1.60814
H 3.05073 0.00951 -1.30090
H 0.22274 -2.85170 -0.64662
N -1.36383 0.51078 0.04808
H -0.65828 -1.30964 2.52726
H -1.34638 1.38878 1.94006
C -2.06152 1.45474 1.05264
H 1.95330 2.17279 -0.69113
H -2.11915 0.26191 -0.64984
H 2.10937 1.89077 -2.40060
C 1.54181 1.63200 -1.51791
H -2.03360 2.44045 0.66996
O 1.45130 -0.48590 -0.26260
*
```

***

c.
DFT (ωB97M-V/def2-TZVPD) results for the molecule C5H15NOSi.

## Properties
gap between HOMO and LUMO = 0.3542 hartree
SMILES = CCO[Si](C)(C)NC
HOMO energy = -8.7 eV
M = 133.267 g mol⁻¹

```
! RIJCOSX wB97M-V def2-TZVPD def2/J DEFGRID3
* xyz 0 1
C 2.41248 0.25916 0.70774
H -1.41269 1.78582 0.94873
H -0.03403 -1.00325 -2.04829
O -0.19355 -0.51604 0.95912
H -1.86371 -1.02711 1.83357
H 1.09592 2.69006 0.14825
H -0.94445 0.47565 -1.60922
C -1.48923 -1.03281 0.82646
Si 0.66507 0.43676 0.00807
H 2.40935 -0.10155 1.70241
C 0.11410 0.07377 -1.76136
C -1.01943 2.44753 0.19420
H 2.76007 1.22616 0.68601
H 0.54701 0.77430 -2.49023
H -2.46285 -2.80818 0.12557
C -1.50457 -2.40663 0.25056
H -1.10465 3.48263 0.56132
H -2.17948 -0.37051 0.27195
N 0.34884 2.07440 0.09611
H -1.64465 2.20880 -0.57227
H -0.85775 -3.09076 0.86275
H -1.25930 -2.19984 -0.84657
H 3.07613 -0.30010 0.14718
*
```

***

The structure with the least stability is a.

***

a.
DFT (ωB97M-V/def2-TZVPD) results for an isolated ion of composition C3H7N2O3 and charge -1.

## Properties
gap between HOMO and LUMO (spin up / spin down) = 0.2334 / 0.2335 hartree
HOMO energy (spin up / spin down) = -2.2 / -2.2 eV
M = 119.100 g mol⁻¹

```
! RIJCOSX wB97M-V def2-TZVPD def2/J DEFGRID3
* xyz -1 1
N 1.09607 0.17166 0.98012
O 1.72578 0.00934 -0.15887
C -0.12721 -0.98465 1.00663
H -0.43158 -0.64308 -0.99757
O -2.10784 0.19908 0.68470
H -0.28122 1.56680 0.17583
N -1.39368 -0.44825 1.51049
O -1.66041 -0.67779 2.69942
C 0.38685 1.48323 1.08716
H 0.92835 -1.69834 -0.63750
C -0.12109 -1.50877 -0.34078
H -0.26812 1.37994 1.86182
H -0.66953 -2.44982 -0.39236
H 0.99898 2.40792 0.98094
H 0.28562 -1.63900 1.81250
*
```

***

b.
DFT (ωB97M-V/def2-TZVPD) results for an isolated ion of composition C3H7N2O3 and charge -1.

## Properties
gap between HOMO and LUMO = 0.3141 hartree
SMILES = C[C@@](O)(NN)C(=O)[O-]
HOMO energy = -4.3 eV
M = 119.100 g mol⁻¹

```
! RIJCOSX wB97M-V def2-TZVPD def2/J DEFGRID3
* xyz -1 1
H -1.10084 -1.30783 -1.62124
O 1.80939 -0.70923 1.01489
O 2.13095 1.24233 -0.13592
H 0.61942 1.79269 -1.00766
C -0.03294 0.19112 -0.33189
N -1.06764 -0.07510 0.57639
H -0.27991 0.42342 2.39465
C -0.04676 -1.03515 -1.30435
H 0.52594 -1.75857 -0.75740
H -1.69889 1.18031 1.94989
H 0.57018 -0.87191 -2.35331
N -1.14698 0.27986 1.95897
O -0.27527 1.38841 -1.07586
H -1.46642 -1.02948 0.42581
C 1.45978 0.28913 0.26704
*
```

***

The structure with the least stability is a.